A structure of composition C27H25Cl2FN5O4SSc in a non-equilibrium geometry. Source: the OMol25 dataset; level of theory: the ωB97M-V functional and the def2-TZVPD basis.

Cartesian coordinates (Å):
Sc (0.065, 0.004, 0.132)
C (1.288, 2.216, 7.174)
C (2.572, 2.120, 6.357)
C (3.636, 1.324, 7.099)
C (4.931, 1.309, 6.303)
C (4.675, 0.756, 4.929)
C (5.676, 0.123, 4.230)
C (5.436, -0.403, 2.961)
F (6.436, -0.998, 2.316)
C (4.204, -0.327, 2.379)
C (3.167, 0.314, 3.071)
C (1.875, 0.421, 2.446)
O (1.656, -0.124, 1.301)
C (0.892, 1.133, 3.160)
C (1.165, 1.615, 4.421)
N (2.349, 1.505, 5.012)
C (3.392, 0.867, 4.350)
C (-0.482, 1.268, 2.578)
O (-1.464, 1.242, 3.295)
O (-0.526, 1.374, 1.279)
H (1.548, 2.454, 8.203)
H (0.752, 1.266, 7.176)
H (0.623, 3.005, 6.824)
H (2.956, 3.129, 6.177)
H (3.282, 0.302, 7.260)
H (3.794, 1.782, 8.074)
H (5.688, 0.711, 6.808)
H (5.326, 2.326, 6.219)
H (6.662, 0.027, 4.667)
H (4.015, -0.746, 1.401)
H (0.381, 2.117, 4.966)
N (2.343, -0.856, -3.397)
C (3.330, -0.024, -2.895)
C (4.586, 0.341, -3.367)
C (5.303, 1.225, -2.588)
C (4.794, 1.737, -1.385)
C (3.550, 1.371, -0.915)
C (2.819, 0.469, -1.688)
N (1.556, -0.071, -1.487)
C (1.314, -0.849, -2.530)
C (0.036, -1.528, -2.645)
C (-0.413, -2.376, -3.610)
S (-2.009, -2.865, -3.267)
C (-1.985, -1.923, -1.847)
N (-0.876, -1.274, -1.637)
H (2.391, -1.378, -4.256)
H (4.983, -0.044, -4.296)
H (6.286, 1.537, -2.915)
H (5.392, 2.437, -0.819)
H (3.139, 1.764, 0.005)
H (0.102, -2.731, -4.488)
H (-2.845, -1.869, -1.195)
Cl (-0.523, 2.071, -1.571)
C (-1.761, 2.758, -2.669)
Cl (-2.965, 1.551, -3.102)
H (-1.245, 3.087, -3.562)
H (-2.239, 3.580, -2.151)
C (-1.017, -3.496, 2.416)
C (-1.422, -2.084, 2.135)
N (-2.398, -1.558, 2.836)
O (-0.841, -1.449, 1.209)
H (-1.666, -3.972, 3.145)
H (0.006, -3.487, 2.797)
H (-1.016, -4.070, 1.491)
H (-2.854, -2.083, 3.564)
H (-2.594, -0.559, 2.790)

Output
charge = +2
ΔE to the lowest compared entry with this formula, charge and spin = 55.9 kJ/mol
gap between HOMO and LUMO = 0.3067 hartree
HOMO = -13.644 eV
LUMO energy = -5.30 eV